Here is C27H26FMoN6O4 as an isolated structure at a distorted geometry from the Open Molecules 2025 dataset. Energies are from ωB97M-V/def2-TZVPD.

Results
- F_max (eV Å⁻¹) = 1.3
- orbital gap (spin up / spin down) (eV) = 6.52 / 6.52
- relative energy (zero: lowest compared OMol25 entry of this formula, charge and spin) (kcal/mol) = 9.80

Structure (ORCA input):
```
! RIJCOSX wB97M-V def2-TZVPD def2/J DEFGRID3
* xyz 1 1
Mo 0.0297 0.4993 0.2192
C -2.1905 2.3060 4.5225
C -0.9526 2.8949 4.2676
C -0.0225 2.2447 3.4761
C -0.3392 0.9960 2.9452
C -1.5646 0.3998 3.1997
C -2.4957 1.0630 3.9898
N 0.5889 0.3356 2.0593
C 1.9283 0.0819 2.4491
C 2.4091 -0.0218 3.7380
C 3.7648 -0.2926 3.8995
C 4.5995 -0.4477 2.7978
C 4.1029 -0.3341 1.5030
C 2.7581 -0.0713 1.3596
N 2.0327 0.0903 0.1392
N 2.7650 0.1110 -0.9437
C 1.9830 0.3593 -2.0022
C 2.5012 0.4358 -3.3082
C 1.6502 0.6892 -4.3398
C 0.2731 0.8502 -4.0827
C -0.1886 0.7740 -2.8063
N 0.6566 0.5476 -1.7516
H -2.9128 2.8178 5.1445
H -0.7151 3.8633 4.6876
H 0.9428 2.6902 3.2682
H -1.7767 -0.5816 2.7928
H -3.4516 0.6006 4.1960
H 1.7514 0.0987 4.5888
H 4.1725 -0.3858 4.8968
H 5.6492 -0.6588 2.9483
H 4.7340 -0.4474 0.6337
H 3.5624 0.2873 -3.4448
H 2.0262 0.7643 -5.3511
H -0.4292 1.0347 -4.8825
H -1.2346 0.8979 -2.5735
C 0.9490 -3.1435 0.4137
C -0.4032 -2.5779 0.8303
C -1.4750 -3.6674 0.7670
C -0.8466 -1.4080 -0.0646
H 1.2580 -3.9391 1.0923
H 1.7350 -2.3895 0.4083
H 0.8877 -3.5707 -0.5912
H -0.3304 -2.2323 1.8648
H -1.5970 -4.0305 -0.2564
H -2.4444 -3.3029 1.1115
H -1.1942 -4.5182 1.3900
H -1.9026 -1.1660 0.1062
H -0.7260 -1.6822 -1.1162
F -2.1745 7.7270 -0.2102
C -3.0562 6.7369 -0.1167
C -2.6888 5.5041 0.2125
N -3.6070 4.4691 0.3247
C -3.1679 3.1260 0.5948
C -2.2706 2.5893 -0.4931
O -2.2380 2.9280 -1.6302
O -1.4970 1.5523 -0.0148
C -4.9554 4.6549 0.0445
O -5.7643 3.7557 0.0860
N -5.2933 5.9516 -0.2732
C -4.4580 7.0668 -0.3901
O -4.8790 8.1537 -0.6813
H -1.6530 5.2678 0.4157
H -4.0663 2.5026 0.6034
H -2.6820 3.0350 1.5677
H -6.2724 6.1097 -0.4697
*
```

Atom charges from the Mulliken analysis, given in e for atoms 1 to 5: 1.235 -0.564 -0.873 0.009 -0.608

=====

Here is one molecule with the formula C27H26N2O5 from the Open Molecules 2025 dataset. Energies are from ωB97M-V/def2-TZVPD.

Results
- F_max (eV Å⁻¹) = 0.8
- orbital gap (eV) = 8.83
- relative energy (zero: lowest compared OMol25 entry of this formula, charge and spin) (kcal/mol) = 0.00
- SMILES = CC1=C(C(=O)OCc2ccccc2)[C@@H](c2ccc3ccccc3c2)NC(=O)N1CCCC(=O)O

Structure (ORCA input):
```
! RIJCOSX wB97M-V def2-TZVPD def2/J DEFGRID3
* xyz 0 1
C -3.4538 -1.5897 -0.9671
C -2.4495 -1.0966 0.0194
C -1.2190 -1.6449 0.1796
C -0.7188 -2.8179 -0.5414
O -1.2599 -3.3881 -1.4640
O 0.4770 -3.2076 -0.0580
C 1.1198 -4.3020 -0.6979
C 2.6024 -4.0688 -0.8095
C 3.4403 -5.1519 -1.0486
C 4.8040 -4.9658 -1.1796
C 5.3465 -3.6960 -1.0682
C 4.5172 -2.6153 -0.8273
C 3.1509 -2.7991 -0.7007
H 2.5103 -1.9513 -0.5109
H 4.9316 -1.6218 -0.7383
H 6.4119 -3.5515 -1.1678
H 5.4457 -5.8140 -1.3662
H 3.0185 -6.1430 -1.1338
H 0.6749 -4.4368 -1.6940
H 0.9203 -5.2093 -0.1146
C -0.2903 -0.9582 1.1579
N -1.1065 -0.5658 2.2861
C -2.2326 0.1461 2.0745
O -2.7217 0.8721 2.9291
N -2.8315 -0.0453 0.8399
C -3.9345 0.8392 0.4981
H -4.3817 1.1935 1.4290
H -4.6976 0.2888 -0.0491
C -3.4368 2.0167 -0.3483
H -2.8562 1.6255 -1.1875
H -4.2983 2.5522 -0.7509
C -2.5641 3.0050 0.4369
C -3.4226 3.8671 1.3584
O -3.8878 4.9127 0.9937
O -3.6522 3.4003 2.5798
H -3.2681 2.5121 2.7665
H -2.0722 3.6768 -0.2679
H -1.7949 2.4750 1.0000
H -0.6753 -0.4470 3.1898
C 0.3779 0.2444 0.4988
C 0.6113 1.4012 1.1957
C 1.1889 2.5292 0.5765
C 1.4022 3.7353 1.2755
C 1.9547 4.8151 0.6458
C 2.3209 4.7377 -0.7073
C 2.1255 3.5826 -1.4114
C 1.5535 2.4526 -0.7920
C 1.3207 1.2462 -1.4842
C 0.7427 0.1779 -0.8608
H 0.5510 -0.7285 -1.4151
H 1.5991 1.1820 -2.5262
H 2.4030 3.5180 -2.4537
H 2.7569 5.6013 -1.1871
H 2.1119 5.7373 1.1848
H 1.1165 3.7922 2.3161
H 0.3512 1.4819 2.2423
H 0.4742 -1.6552 1.5121
H -3.0818 -2.4928 -1.4391
H -4.4002 -1.8078 -0.4746
H -3.6258 -0.8459 -1.7433
*
```

Atom charges from the Mulliken analysis, given in e for atoms 1 to 5: -2.197 1.305 -0.674 0.456 -0.733

=====

Here is C27H26N3O5PS4Sc as an isolated structure at a distorted geometry from the Open Molecules 2025 dataset. Energies are from ωB97M-V/def2-TZVPD.

Results
- F_max (eV Å⁻¹) = 2.3
- orbital gap (eV) = 5.69
- relative energy (zero: lowest compared OMol25 entry of this formula, charge and spin) (kcal/mol) = 11.30

Structure (ORCA input):
```
! RIJCOSX wB97M-V def2-TZVPD def2/J DEFGRID3
* xyz -1 1
Sc 1.4378 1.0176 0.4767
O 0.2601 2.8707 0.9726
S -0.4252 2.3234 2.1591
O -0.3426 3.1019 3.3544
O 0.0518 0.9260 2.2610
C -2.1444 2.1445 1.7524
C -3.0769 2.8038 2.5438
C -4.4286 2.6179 2.3007
C -4.8356 1.7850 1.2679
C -3.8964 1.1346 0.4814
C -2.5326 1.2850 0.7167
P -1.2766 0.4223 -0.3428
C -1.7870 -1.3317 -0.2124
C -2.5419 -1.8413 0.8411
C -2.7718 -3.2073 0.9488
C -2.2449 -4.0786 0.0060
C -1.4803 -3.5798 -1.0417
C -1.2447 -2.2168 -1.1458
C -1.8844 0.9248 -1.9965
C -2.8350 0.2437 -2.7515
C -3.2561 0.7592 -3.9704
C -2.7311 1.9564 -4.4429
C -1.7728 2.6338 -3.7004
C -1.3447 2.1164 -2.4864
H -2.7225 3.4479 3.3378
H -5.1637 3.1242 2.9144
H -5.8918 1.6391 1.0718
H -4.2277 0.4968 -0.3301
H -2.9326 -1.1741 1.5985
H -3.3610 -3.5906 1.7732
H -2.4198 -5.1440 0.0935
H -1.0481 -4.2528 -1.7717
H -0.6080 -1.8417 -1.9399
H -3.2412 -0.6976 -2.3984
H -3.9932 0.2211 -4.5548
H -3.0624 2.3556 -5.3940
H -1.3455 3.5579 -4.0702
H -0.5732 2.6283 -1.9200
C 4.3674 -2.4433 -0.8790
C 3.6968 -1.1779 -0.3580
S 1.9550 -1.1254 -0.7478
C 4.4076 -0.2713 0.3402
C 5.8819 -0.5049 0.6151
S 3.8448 1.2389 1.0843
H 3.6785 -2.9967 -1.5173
H 4.6704 -3.1038 -0.0566
H 5.2619 -2.2259 -1.4678
H 6.3663 -1.0970 -0.1617
H 6.0176 -1.0274 1.5691
H 6.4018 0.4505 0.6904
C 0.1588 -1.8770 3.7788
S 0.8270 -1.7612 2.1080
C 1.4513 -3.4315 2.0482
O 2.0172 -0.8499 2.2265
H 0.9698 -2.1491 4.4569
H -0.6453 -2.6162 3.7999
H -0.2222 -0.8870 4.0260
H 0.6004 -4.1160 2.0973
H 2.1391 -3.5789 2.8820
H 1.9644 -3.5320 1.0918
O 1.5743 1.9652 -1.1999
N 2.8449 2.0285 -1.5242
C 3.2262 3.1777 -1.9656
C 4.6073 3.3330 -2.3490
N 5.6954 3.5024 -2.6765
C 2.3302 4.3049 -2.0977
N 1.6057 5.1895 -2.2152
*
```

Atom charges from the Mulliken analysis, given in e for atoms 1 to 5: 0.440 -0.629 1.598 -0.744 -0.636

=====

Here is C27H26N4O2RuSe as an isolated structure from the Open Molecules 2025 dataset. Energies are from ωB97M-V/def2-TZVPD.

Results
- F_max (eV Å⁻¹) = 0.6
- orbital gap (spin up / spin down) (eV) = 5.15 / 6.27
- relative energy (zero: lowest compared OMol25 entry of this formula, charge and spin) (kcal/mol) = 0.00
- <S²> = 8.792

Structure (ORCA input):
```
! RIJCOSX wB97M-V def2-TZVPD def2/J DEFGRID3
* xyz 1 6
Ru 0.2262 0.4191 0.6607
O 1.2487 2.9477 -2.3937
C 0.6987 2.4364 -1.4147
N 1.4121 1.7537 -0.3706
C 2.7537 1.5061 -0.4134
O 3.5964 1.9139 -1.1855
C 3.1587 0.4931 0.6448
C 4.4902 0.2605 0.9352
C 4.8089 -0.7155 1.8634
C 3.7875 -1.4381 2.4649
C 2.4797 -1.1519 2.1289
N 2.1755 -0.2058 1.2339
C -0.7200 2.3417 -1.2471
C -1.6257 3.0633 -2.0634
C -2.9668 2.8702 -1.9376
C -3.4567 1.9322 -0.9819
C -2.5557 1.2606 -0.2083
N -1.2233 1.4374 -0.3237
H 5.2342 0.8521 0.4209
H 5.8416 -0.9149 2.1158
H 3.9941 -2.2128 3.1890
H 1.6479 -1.6818 2.5739
H -1.2063 3.7716 -2.7652
H -3.6601 3.4357 -2.5451
H -4.5131 1.7515 -0.8545
H -2.8759 0.5438 0.5390
C 1.9998 0.2792 -4.3429
N 0.9255 -0.5284 -3.6828
C -0.3759 0.2065 -3.7330
C 1.3572 -0.9007 -2.2838
C 0.3654 -1.7625 -1.5489
C 0.0501 -3.0091 -2.0824
C -0.8615 -3.8479 -1.4598
C -1.4593 -3.4417 -0.2785
C -1.1333 -2.2071 0.2698
C -0.2184 -1.3436 -0.3393
H 1.6555 0.5676 -5.3328
H 2.9005 -0.3252 -4.4142
H 2.1732 1.1667 -3.7322
H 0.8088 -1.3979 -4.2018
H -0.1813 1.2419 -3.4681
H -1.0728 -0.2459 -3.0320
H -0.7616 0.1432 -4.7476
H 1.5176 0.0435 -1.7773
H 2.3198 -1.4010 -2.4032
H 0.5336 -3.3489 -2.9949
H -1.0938 -4.8126 -1.8900
H -2.1711 -4.0859 0.2211
H -1.6190 -1.9144 1.1958
Se -0.1899 1.7182 2.7637
C -1.4815 0.8965 3.8516
C -1.7000 -0.4838 3.8184
C -2.6246 -1.0531 4.6738
C -3.3443 -0.2487 5.5514
C -3.1382 1.1245 5.5773
C -2.2020 1.7024 4.7375
H -1.1414 -1.0976 3.1217
H -2.7904 -2.1220 4.6575
H -4.0677 -0.6962 6.2196
H -3.7037 1.7448 6.2591
H -2.0260 2.7697 4.7609
*
```

Atom charges from the Mulliken analysis, given in e for atoms 1 to 5: -0.129 -0.700 0.322 -0.008 0.505

=====

Here is C27H26NO13V as an isolated structure at a distorted geometry from the Open Molecules 2025 dataset. Energies are from ωB97M-V/def2-TZVPD.

Results
- F_max (eV Å⁻¹) = 6.2
- orbital gap (spin up / spin down) (eV) = 5.22 / 3.91
- <S²> = 2.071

Structure (ORCA input):
```
! RIJCOSX wB97M-V def2-TZVPD def2/J DEFGRID3
* xyz -2 3
O 4.2815 14.0232 2.7564
V 4.4378 15.5280 2.2182
C 2.9526 13.2209 6.3436
C 1.7821 14.2012 6.3775
C 2.1103 15.6021 7.0130
C 0.7578 16.3671 7.1351
N 0.7477 17.8131 7.6267
C -0.6087 18.5524 7.3258
C -0.1903 20.0067 6.8213
C 1.2814 20.1864 7.1031
C 1.8046 18.7793 6.8790
C 0.9630 17.7098 9.1325
H 2.5600 12.2309 6.5757
H 3.7504 13.2779 7.0842
H 3.4683 13.1463 5.3863
H 0.9244 13.6804 6.8031
H 1.5304 14.4226 5.3403
H 2.7596 16.0182 6.2427
H 2.7127 15.6679 7.9190
H -0.0831 15.8693 7.6181
H 0.4771 16.5187 6.0928
H -1.2444 18.6905 8.2003
H -1.2234 17.9120 6.6931
H -0.8361 20.8135 7.1678
H -0.3146 19.9704 5.7390
H 1.4845 20.3374 8.1633
H 1.7861 20.9332 6.4901
H 2.7740 18.5096 7.2980
H 1.9298 18.4848 5.8371
H 0.8628 18.6219 9.7207
H 2.0136 17.4193 9.1448
H 0.1840 17.0433 9.5026
C 0.4434 15.3432 0.3600
C -0.7059 15.9622 0.8436
C -0.7289 16.8379 2.1218
O -1.7581 17.4542 2.5662
C 0.4083 17.0280 2.8659
C 1.6066 16.3059 2.5242
C 1.6582 15.4172 1.1269
O 2.7468 14.9447 0.8413
O 2.6498 16.1784 3.1365
O -1.7575 15.7219 0.1081
H 0.3443 14.7950 -0.5652
H 0.4638 17.6465 3.7495
C 7.2558 16.0595 -1.1767
C 6.5399 15.6534 0.0533
C 7.4312 15.6022 1.3885
O 6.8682 15.0249 2.3384
C 8.7685 16.1795 1.3766
C 9.1895 16.8277 0.2825
C 8.5023 16.6901 -1.0533
O 9.0520 16.9804 -2.2313
O 10.2298 17.5444 0.5527
O 5.3249 15.4670 0.2122
H 6.7770 15.8356 -2.1186
H 9.3862 16.2291 2.2612
C 5.0722 19.7536 3.1008
C 4.8716 20.3937 4.3150
C 4.9997 19.6203 5.6622
O 4.8489 20.1911 6.7775
C 5.0699 18.2748 5.6545
C 5.0948 17.5132 4.3794
C 5.0640 18.3003 3.0316
O 4.9900 17.5982 2.0344
O 5.0730 16.3248 4.2805
O 4.8928 21.6524 4.1161
H 5.2537 20.2304 2.1489
H 5.1141 17.6661 6.5456
*
```

Atom charges from the Mulliken analysis, given in e for atoms 1 to 5: -0.343 0.861 -1.209 -0.304 -0.018

=====

Here is C27H27BrIN8O6Rb as an isolated structure from the Open Molecules 2025 dataset. Energies are from ωB97M-V/def2-TZVPD.

Results
- F_max (eV Å⁻¹) = 0.6
- orbital gap (eV) = 4.16

Structure (ORCA input):
```
! RIJCOSX wB97M-V def2-TZVPD def2/J DEFGRID3
* xyz -2 1
Rb 0.4753 0.2967 -0.5841
N -1.2403 3.5819 3.1980
C -2.5608 3.4039 2.8426
C -2.5286 2.6977 1.6796
N -1.2325 2.4196 1.3233
C -0.4866 2.9540 2.2520
C 0.9743 2.8863 2.2773
N 1.6770 2.1561 1.4608
C 2.9872 2.3351 1.8172
C 3.0718 3.1957 2.8699
N 1.7703 3.5532 3.1611
H -0.9220 3.9188 4.0877
H -3.3699 3.7761 3.4451
H -3.3550 2.3538 1.0798
H 3.7741 1.7987 1.3151
H 3.9057 3.5705 3.4362
H 1.4838 4.1694 3.8979
C -1.1102 3.9317 -1.8943
C -1.8794 2.7697 -2.4207
N -1.7665 1.5347 -2.0040
C -2.6360 0.7945 -2.7767
C -3.2870 1.6084 -3.6709
N -2.7935 2.8571 -3.4216
C -4.3356 1.4429 -4.7410
O -4.7323 0.2629 -4.9511
O -4.7246 2.4937 -5.2758
C -2.7306 -0.6781 -2.5762
O -3.5505 -1.3285 -3.3768
O -2.0885 -1.2375 -1.7102
H -0.3265 3.5607 -1.2379
H -1.7500 4.6075 -1.3208
H -0.6450 4.4949 -2.7047
H -3.1062 3.6562 -3.9497
H -4.0610 -0.6919 -4.0013
Br 0.8063 -3.6119 -1.0861
C 2.0503 -2.7740 -2.2680
C 2.9018 -3.5786 -3.0074
C 3.7968 -2.9292 -3.8410
C 3.8021 -1.5459 -3.8925
C 2.8979 -0.8338 -3.1116
N 2.0286 -1.4643 -2.3089
C 2.8995 0.7182 -3.1664
O 3.8313 1.1988 -3.8369
O 1.9844 1.2930 -2.5428
H 2.8583 -4.6543 -2.9220
H 4.4885 -3.5073 -4.4438
H 4.4816 -0.9793 -4.5117
I -1.3282 -0.0459 4.2085
C 2.1058 -1.6400 2.5037
C 2.8872 -2.6769 3.0961
C 4.0554 -3.1844 2.5569
C 4.5142 -2.6555 1.3537
C 3.7552 -1.6415 0.7948
N 2.6299 -1.1494 1.3202
H 2.5315 -3.1011 4.0345
H 4.6032 -3.9875 3.0468
H 5.4113 -3.0166 0.8632
H 4.0684 -1.2004 -0.1532
C -3.4047 -2.7108 3.4451
C -2.7019 -2.0314 2.2757
C -2.5286 -3.0051 1.1058
C -1.3224 -1.5002 2.6283
H -4.3007 -3.2309 3.0987
H -3.6935 -1.9980 4.2190
H -2.7419 -3.4499 3.9061
H -3.3132 -1.1913 1.9300
H -1.9452 -3.8758 1.4221
H -2.0278 -2.5388 0.2581
H -3.5013 -3.3570 0.7549
H -0.6267 -2.2612 2.9738
H -0.8538 -1.0283 1.7708
*
```

Atom charges from the Mulliken analysis, given in e for atoms 1 to 5: 0.878 0.017 -0.787 -0.425 0.400

=====

Here is C27H27ClN3O2PPdS as an isolated structure from the Open Molecules 2025 dataset. Energies are from ωB97M-V/def2-TZVPD.

Results
- F_max (eV Å⁻¹) = 0.6
- orbital gap (eV) = 3.75
- relative energy (zero: lowest compared OMol25 entry of this formula, charge and spin) (kcal/mol) = 2.42

Structure (ORCA input):
```
! RIJCOSX wB97M-V def2-TZVPD def2/J DEFGRID3
* xyz -2 1
Pd -0.9950 -1.5227 -0.5510
C 1.8103 -0.1735 -1.8717
P 1.2203 -1.3366 -0.5513
C 1.6255 -0.3207 0.9408
C 2.0777 0.9972 0.9049
C 2.3001 1.7155 2.0756
C 2.0891 1.1219 3.3105
C 1.6356 -0.1924 3.3624
C 1.3951 -0.8947 2.1933
C 2.8203 -2.3210 -0.5815
C 2.9668 -3.1799 -1.6761
C 4.0965 -3.9656 -1.8325
C 5.1077 -3.9332 -0.8767
C 4.9680 -3.1030 0.2254
C 3.8387 -2.3041 0.3694
H 2.8330 0.1967 -1.7438
H 1.1135 0.6611 -1.9205
H 1.7296 -0.7155 -2.8153
H 2.2449 1.4865 -0.0469
H 2.6288 2.7476 2.0122
H 2.2583 1.6829 4.2228
H 1.4373 -0.6667 4.3170
H 0.9850 -1.8976 2.2457
H 2.1658 -3.2386 -2.4084
H 4.1788 -4.6161 -2.6960
H 5.9882 -4.5563 -0.9875
H 5.7422 -3.0682 0.9847
H 3.7589 -1.6563 1.2340
Cl -3.4502 -4.5359 1.1655
C -4.1488 -2.9327 1.3297
C -5.5181 -2.8215 1.2281
C -6.1512 -1.5901 1.3626
C -5.3391 -0.4758 1.6082
C -3.9742 -0.5924 1.7059
C -3.2716 -1.8348 1.5549
C -1.8635 -1.9000 1.6257
H -6.0918 -3.7220 1.0371
H -7.2270 -1.5024 1.2721
H -5.7854 0.5088 1.7175
H -3.3723 0.2935 1.8788
H -1.4061 -2.8648 1.8067
H -1.3975 -1.0609 2.1354
O -1.6858 -3.3454 -2.6304
N -1.2393 -2.8367 -3.6579
O -0.7542 -1.6809 -3.5367
N -1.2982 0.9745 -3.2964
C -1.2798 1.5792 -2.0680
S -1.8721 0.8485 -0.7246
N -0.6963 2.8460 -2.1391
C -0.5556 3.8227 -1.1574
C -0.5110 5.1583 -1.5756
C -0.3130 6.1831 -0.6683
C -0.1629 5.9014 0.6832
C -0.2046 4.5773 1.0991
C -0.3922 3.5390 0.2017
H -1.4179 -0.0438 -3.2521
H -0.5207 1.2059 -3.9028
H -0.6953 3.2161 -3.0762
H -0.6394 5.3895 -2.6282
H -0.2809 7.2071 -1.0221
H -0.0137 6.6993 1.4003
H -0.0807 4.3291 2.1468
H -0.4104 2.5143 0.5370
*
```

Atom charges from the Mulliken analysis, given in e for atoms 1 to 5: -0.902 -1.017 1.619 0.408 -0.082